Molecular formula: C4H5NO
Method: DFT, wB97M-V/def2-TZVPD

Calculated values
energy relative to the best compared isomer or geometry (same formula, charge and spin) = 4.699 eV
frontier orbital gap = 9.11 eV

The geometry in XYZ format:
```
11
C4H5NO (wB97M-V/def2-TZVPD)
O 1.24329 -0.45969 2.05109
N -1.41880 0.19408 -0.08608
C -0.11433 1.12931 0.64071
C 0.83341 -0.59943 -0.44465
C 0.73416 -0.10490 1.02466
C -0.16598 0.51296 -0.74667
H -1.73890 1.02313 0.47314
H 0.57682 -1.63101 -0.71076
H -1.51797 -0.72666 0.32929
H -0.26368 1.03445 -1.69654
H 1.83198 -0.37223 -0.83420
```